# C2H6FP

2 unconnected molecules or ions with the total composition C2H6FP (ωB97M-V/def2-TZVPD, OMol25).

Values from the calculation:
HOMO level (alpha / beta) (Ha): -0.3698 / -0.3698
Kohn-Sham gap (alpha / beta) (eV): 10.14 / 10.14
Energy relative to the best compared isomer or geometry (same formula, charge and spin) (eV): 1.205
LUMO level (alpha / beta) (hartree): 0.0027 / 0.0027

The geometry in ORCA input format:
```
! wB97M-V def2-TZVPD RIJCOSX def2/J DEFGRID3
* xyz 0 1
P 0.15051 0.35388 -0.92342
F -3.27844 0.31165 0.23526
C 1.46484 0.84728 0.28786
C -0.25448 -1.17526 -0.40618
H -2.48353 0.19095 -0.25279
H 1.56963 0.11454 1.08379
H 1.20815 1.81686 0.71368
H -1.00546 -1.74405 -0.93125
H 0.21493 -1.67207 0.42865
H 2.41385 0.95622 -0.23560
*
```

Atom charges from the Mulliken analysis, given in e for atoms 1 to 8:
1. P 0.0420
2. F -0.4145
3. C -0.8362
4. C -0.5369
5. H 0.3587
6. H 0.2775
7. H 0.2716
8. H 0.3633

---

# C18H20N2O5

C18H20N2O5 in the gas phase in a non-equilibrium geometry (ωB97M-V/def2-TZVPD, OMol25).

Values from the calculation:
HOMO level (Ha): -0.3186
Kohn-Sham gap (eV): 8.93
Energy relative to the best compared isomer or geometry (same formula, charge and spin) (eV): 2.519
LUMO level (hartree): 0.0096

The geometry in ORCA input format:
```
! wB97M-V def2-TZVPD RIJCOSX def2/J DEFGRID3
* xyz 0 1
O 1.61908 2.65624 -2.65645
O -1.48213 -4.88620 0.83659
O -1.26950 1.40341 -2.25630
O 2.44136 -0.49899 3.86516
O 1.61515 0.98393 -4.16330
N 0.49776 0.83897 -0.81673
N -1.89717 3.49533 -0.92524
C 0.10415 -2.01960 -1.81520
C 0.66038 -3.22520 -1.52404
C -1.24400 -1.90129 -1.30762
C 1.30620 1.52427 3.72391
C 1.32087 0.30664 -1.87931
C -1.34759 2.43944 1.15985
C -0.61090 0.21135 2.09357
C 0.20298 -4.19307 -0.57976
C -1.03564 -4.02134 -0.06614
C 1.46819 1.33430 -2.98905
C 1.38880 0.16994 3.39913
C 0.31457 2.29872 3.10337
C -0.58965 1.59337 -1.21584
C -0.48301 1.65473 2.11878
C 0.73464 -0.93789 -2.62063
C -0.85256 2.75943 -0.29979
C -1.80396 -2.93503 -0.51711
C 0.31814 -0.51401 2.78122
H -2.80150 -2.93696 -0.30510
H 0.90835 -4.96391 -0.33325
H -1.32402 -0.31040 1.52084
H 1.50170 2.81953 -1.72438
H 0.85934 0.89844 0.16717
H 0.38172 -1.54132 2.65860
H -2.30378 1.90931 0.99158
H 0.18633 3.37735 3.29788
H -2.59822 2.82091 -1.23457
H 0.12590 3.26708 -0.21543
H 1.94780 1.94585 4.47421
H 1.64600 -3.39211 -1.91890
H -1.71458 -0.94789 -1.46822
H -1.65284 3.40562 1.57031
H 1.44132 -1.29099 -3.33625
H 2.21863 -1.38701 4.19558
H -0.00133 -0.52368 -3.29731
H 2.31729 -0.00023 -1.52239
H -0.92038 -5.61445 0.80359
H -1.59391 3.92739 -1.77302
*
```

Atom charges from the Mulliken analysis, given in e for atoms 1 to 8:
1. O -0.5338
2. O -0.5392
3. O -0.6512
4. O -0.5360
5. O -0.6000
6. N 0.3486
7. N -0.7280
8. C -0.3031

---

# C28H48CaF12O24P2

A molecular structure, C28H48CaF12O24P2 in a non-equilibrium geometry (ωB97M-V/def2-TZVPD, OMol25).

Values from the calculation:
HOMO level (Ha): -0.3682
Kohn-Sham gap (eV): 9.30
LUMO level (hartree): -0.0265

The geometry in ORCA input format:
```
! wB97M-V def2-TZVPD RIJCOSX def2/J DEFGRID3
* xyz 0 1
Ca 1.87809 -0.49050 -2.06472
P 2.83493 3.11476 -1.78599
P -0.11911 -0.79177 0.42664
F 4.46235 3.01845 -2.20855
F 2.98372 4.71450 -1.42078
F 2.83032 1.53014 -1.81437
F 1.24770 3.16769 -1.48108
F -0.18434 -0.87350 -1.20983
F -1.31373 -1.85615 0.60267
F 0.96882 -1.99822 0.44844
F -1.17391 0.47372 0.42313
F 1.06636 0.23319 0.12852
F 3.15202 3.04313 -0.16952
F 2.55134 3.35239 -3.40140
F -0.01479 -0.62814 2.03460
O -2.66206 -5.53790 0.61421
O -6.05573 1.36567 1.92385
O -4.29449 2.30734 2.76372
O 3.91583 3.33374 2.62789
O 0.61083 1.13748 -3.21847
O 1.43432 -4.92321 -1.43685
O 3.69504 -0.87622 -0.68921
O 0.08080 4.71886 3.53933
O 0.07682 4.68436 1.37554
O -0.44373 6.64800 2.29363
O 3.62032 -4.46600 -1.83759
O 4.43020 1.08656 2.52204
O 2.07951 -2.83759 -2.13967
O 5.91875 -0.40032 -0.06886
O -3.42865 -0.75553 -5.56630
O -2.67709 -5.07426 2.83756
O -6.23000 2.45499 3.93856
O 5.94044 2.57690 1.98377
O 4.93057 -2.10752 0.88711
O -1.31132 2.46199 -3.44655
O -4.21603 1.39477 -5.09329
O -0.34745 1.63652 -5.29899
O -3.50618 -0.04835 -3.52581
O -3.28822 -3.51706 1.54477
C -3.78727 0.29147 -4.76034
C 0.13388 3.32167 1.63265
C -1.57697 2.53605 -2.03354
C -5.58311 2.09111 2.95888
C 2.29906 -4.03875 -1.84815
C 6.05227 0.89730 -0.56395
C -2.87168 -4.75967 1.58108
C -3.12254 -2.06381 -2.20255
C -3.78466 1.82214 1.55415
C 4.69917 2.44095 2.48050
C -3.31222 -4.19951 3.68542
C 3.80331 -2.88253 1.30406
C -4.95881 0.98414 1.07147
C -3.23940 -1.95508 -4.75400
C 6.43631 3.90751 1.66778
C -1.17488 2.55627 -6.03614
C -2.82172 -1.25985 -3.47471
C 3.07263 0.68586 2.55345
C 3.97786 -5.78912 -1.62366
C -0.27958 1.67219 -3.92961
C -0.65491 2.59744 3.98194
C 0.33452 3.35054 3.12744
C -0.14229 5.46001 2.40532
C 0.08137 -4.56207 -1.17627
C -5.43408 1.08273 -0.31420
C -3.17330 -2.99917 2.83027
C -2.58952 -4.02879 5.05455
C 4.77803 -1.10246 -0.08658
H -4.68736 1.05404 -1.10772
H -2.54913 -2.99069 -2.21661
H 3.02310 -2.98990 0.55050
H 3.35873 -2.55035 2.24220
H -6.00712 1.98851 -0.51240
H -0.91604 1.89595 -1.44912
H -4.18022 -2.32160 -2.25698
H 4.06554 -3.93547 1.40725
H 7.35283 3.63264 1.14573
H -4.37834 -4.39127 3.80677
H 5.14705 1.41247 -0.24258
H 0.87886 2.79316 1.03786
H -1.67990 2.91089 3.78380
H 2.63333 1.10010 1.64597
H 6.63206 4.36300 2.63851
H 5.04637 -5.97923 -1.52243
H -0.60635 1.51997 3.82445
H -2.95223 1.13541 1.70767
H -6.14737 0.27991 -0.50075
H 3.50239 -6.13418 -0.70553
H 6.84144 1.48126 -0.09034
H -4.22109 -2.42782 -4.78389
H -2.18677 2.60123 -5.63345
H -0.81782 2.82326 1.44838
H 5.83560 4.62078 1.10344
H -2.44032 -2.52811 -5.22433
H -1.53828 -3.76396 4.94117
H -3.12489 -3.18133 5.48268
H -1.16177 2.43823 -7.11965
H -1.78016 -0.94721 -3.54891
H 0.02034 -4.49002 -0.09037
H -0.20312 -3.61318 -1.63100
H -2.29510 -2.40499 3.08288
H -2.59878 2.28380 -1.75005
H -3.47367 2.58562 0.84107
H -0.42701 2.79608 5.02917
H -4.02223 -2.31636 2.79571
H -1.35521 3.57255 -1.77942
H -0.63364 3.49939 -5.96081
H -2.72884 -4.83509 5.77468
H -2.88404 -1.52840 -1.28356
H 1.36223 3.16240 3.43809
H -0.65823 -5.31095 -1.45958
H -4.72918 -0.06944 1.23068
H 3.67714 -6.28948 -2.54416
H 2.88882 -0.38830 2.57557
H 2.51352 1.08155 3.40135
H 6.00117 1.02538 -1.64519
*
```

Atom charges from the Mulliken analysis, given in e for atoms 1 to 8:
1. Ca 1.7920
2. P 1.6689
3. P 1.7118
4. F -0.3994
5. F -0.4443
6. F -0.4305
7. F -0.2992
8. F -0.0858

---

# C26H77N7O11

11 unconnected molecules or ions with the total composition C26H77N7O11 in a non-equilibrium geometry (ωB97M-V/def2-TZVPD, OMol25).

Values from the calculation:
HOMO level (Ha): -0.3214
Kohn-Sham gap (eV): 8.91
Energy relative to the best compared isomer or geometry (same formula, charge and spin) (eV): 2.842
LUMO level (hartree): 0.0060

The geometry in ORCA input format:
```
! wB97M-V def2-TZVPD RIJCOSX def2/J DEFGRID3
* xyz 0 1
O 3.23265 -1.03807 -5.26548
O -3.11876 -1.08275 4.68923
O 2.50522 1.59255 -2.13506
O 1.45437 -0.59598 -0.71168
O -2.21753 4.41953 0.79681
O -5.22725 0.32339 0.03708
O 0.39967 -2.46343 -2.70576
O 1.70396 4.25202 -1.78161
O 0.40388 -1.86777 4.87006
O 4.00017 3.08108 2.18165
O -3.56166 -6.79574 -1.92540
N 3.21326 -2.31936 -3.49595
N -2.95876 2.51216 1.68622
N -3.53826 2.95889 -0.25519
N 4.90032 -2.35635 -4.79821
N -0.31355 -5.47629 -2.77240
N 4.27614 6.51912 0.68857
N -2.58793 2.60173 4.72339
C 0.72244 4.69793 -2.68247
C -3.92181 -1.54462 -0.24061
C 3.79668 -1.79495 -4.56043
C -0.33064 -1.85716 -3.78701
C 0.25679 -0.59980 0.04078
C -1.33485 -5.86415 -1.81665
C -2.57139 0.14799 4.37513
C 4.69798 2.38499 -2.36071
C -0.61319 3.93532 -2.49164
C 1.38496 -1.76845 3.89308
C -4.57034 1.22357 5.27645
C -2.87754 3.38359 0.72701
C -5.28076 -1.04968 0.32684
C 3.66201 1.27624 -2.78816
C -0.34272 0.77132 0.15656
C -1.86172 -4.63295 -1.07294
C -2.39737 -6.74924 -2.63077
C 4.74673 5.16517 0.98146
C 1.72338 -0.25577 3.70094
C -2.79813 -2.06750 3.72951
C 3.31637 2.09409 1.52718
C 6.20273 5.20734 1.58858
C -0.07202 -0.39089 -3.91651
C 3.69415 4.49743 1.97285
C -3.67023 -7.75492 -0.97721
C -3.04023 1.29796 5.20085
H -1.82711 -1.97820 3.24243
H 3.70860 -3.08302 -3.05827
H 3.43602 2.15516 0.44549
H 4.71778 4.62115 0.03737
H -3.60668 -2.14421 3.00256
H 5.43343 -2.16650 -5.63478
H -2.58566 -4.98364 -0.33740
H -3.06927 -1.05119 0.22608
H -1.98056 -7.70518 -2.94788
H 0.62648 5.78129 -2.61026
H 3.32751 6.47125 0.34519
H 0.41864 1.48803 0.46438
H 4.73864 6.86037 -0.14195
H -2.16214 -3.75186 -1.63998
H -2.73493 1.19177 6.24183
H -3.81517 1.98813 -0.28758
H -4.58829 -7.48792 -0.45378
H -3.63069 -8.70440 -1.51109
H -0.55180 0.06633 -3.05114
H 1.07263 0.18297 2.94456
H -0.40547 2.86540 -2.47713
H -2.61930 -6.28519 -3.59176
H 1.40441 -1.36622 -1.28249
H 2.08147 3.39511 -1.99326
H 2.23552 -2.16363 -3.29625
H -3.57559 3.60910 -1.02716
H -2.50163 2.77133 2.54875
H 4.63399 3.35354 -2.85660
H -0.49188 -1.24146 -0.42383
H -6.13303 -1.54837 -0.13474
H -1.31836 4.04982 -3.31487
H -3.90289 -2.63444 -0.24673
H -0.75504 -5.24143 -3.64991
H -3.06145 3.30695 5.26978
H -2.90443 -7.83731 -0.20593
H 0.28554 -6.22300 -3.09428
H -1.60740 2.68965 4.94905
H -1.34318 -2.22522 -3.95253
H 1.15214 4.59869 -3.67927
H -3.73571 1.86789 1.64901
H -5.75014 0.81255 0.67655
H 0.10396 -2.36706 -4.64678
H 3.97911 0.27485 -2.49700
H 2.09730 0.83207 -1.71451
H 6.91234 5.58075 0.85025
H -1.48384 0.10782 4.43597
H -0.07617 -3.29472 -2.64150
H 2.29825 -2.29638 4.16748
H -0.75124 1.08964 -0.80254
H -0.88925 -6.52717 -1.07507
H 0.14147 -2.78451 4.98112
H 5.60892 1.93517 -2.75563
H 1.63864 0.23290 4.67157
H 6.32597 5.93531 2.39043
H -1.04954 4.07465 -1.50256
H 0.61365 -1.07700 0.95348
H -5.10439 2.05671 5.73336
H 4.73791 2.47891 -1.27550
H 2.73831 -0.15012 3.31772
H 0.94554 -2.17123 2.98052
H 3.73814 1.12836 1.80568
H 5.16400 -3.20355 -4.31570
H -4.89561 1.16297 4.23788
H 1.00901 -0.27977 -4.00095
H 3.53440 1.20355 -3.86822
H -1.24202 0.79207 0.77214
H -4.87745 0.33660 5.83060
H 3.70870 5.00443 2.93765
H -0.49217 0.13247 -4.77539
H 2.64600 4.56633 1.68176
H -5.22533 -1.22995 1.40040
H -2.72764 0.31224 3.30896
H -3.84604 -1.35295 -1.31095
H -2.70448 -3.00889 4.27091
H 6.59478 4.26684 1.97567
H -1.14022 -4.08404 -0.46778
H 2.26683 2.00043 1.80608
*
```

Atom charges from the Mulliken analysis, given in e for atoms 1 to 8:
1. O -0.6231
2. O -0.4261
3. O 0.0279
4. O -0.7317
5. O -0.7428
6. O -0.5084
7. O -0.3420
8. O -0.3833